{"formula": "C7H7N", "method": "ωB97M-V/def2-TZVPD", "charge": 0, "de_lowest_ev": 6.504, "homo_ha": -0.2825, "homo_lumo_gap_ev": 7.77, "max_force_ha_per_bohr": 0.14166, "symbols": ["N", "C", "C", "C", "C", "C", "C", "C", "H", "H", "H", "H", "H", "H", "H"], "coordinates": [[-0.937, -1.115, -1.051], [0.533, -1.294, 0.811], [1.571, 1.535, -0.727], [0.402, 1.378, -0.761], [-0.080, -1.805, -0.380], [-1.319, 0.084, -0.629], [-0.891, 0.663, 0.569], [0.185, -0.023, 1.246], [-0.585, 1.156, -1.255], [0.571, 0.271, 2.250], [1.334, -1.905, 1.279], [2.654, 1.715, -0.345], [-2.134, 0.578, -1.302], [-1.340, 1.666, 0.958], [0.036, -2.903, -0.663]]}



{"formula": "C26H26BrN8O8P2S2W", "method": "ωB97M-V/def2-TZVPD", "charge": 1, "de_lowest_ev": 0.991, "homo_ha": [-0.3523, -0.3743], "multiplicity": 3, "homo_lumo_gap_ev": [6.03, 6.18], "max_force_ha_per_bohr": 0.05742, "symbols": ["W", "Br", "S", "S", "P", "P", "O", "O", "O", "O", "O", "O", "O", "O", "N", "N", "N", "N", "N", "N", "N", "N", "C", "C", "C", "C", "C", "C", "C", "C", "C", "C", "C", "C", "C", "C", "C", "C", "C", "C", "C", "C", "C", "C", "C", "C", "C", "C", "H", "H", "H", "H", "H", "H", "H", "H", "H", "H", "H", "H", "H", "H", "H", "H", "H", "H", "H", "H", "H", "H", "H", "H", "H", "H"], "coordinates": [[0.329, -0.931, 0.495], [0.644, 6.138, 0.287], [-0.837, -2.760, -1.718], [2.156, 0.828, 1.089], [-3.043, -1.435, 1.057], [-1.981, 1.416, 1.861], [-0.701, 0.855, 1.350], [-4.422, 0.936, 1.170], [-3.826, -2.495, 1.702], [-2.455, 2.745, 1.162], [-3.476, -1.184, -0.465], [-1.523, -1.535, 1.074], [-1.758, 1.934, 3.341], [1.712, -1.204, -0.866], [1.636, 3.437, -5.089], [1.074, -4.366, -2.595], [1.203, -3.813, -0.396], [3.590, -1.567, 1.639], [0.873, -3.019, 0.686], [-0.324, 0.289, -1.245], [0.585, -1.365, 2.659], [1.867, 2.228, -5.235], [0.574, -0.803, 4.971], [0.582, 1.233, -3.295], [-1.461, 0.905, -1.481], [0.930, -3.060, 4.300], [0.662, 0.408, -2.172], [1.377, -4.992, 2.039], [2.775, -0.502, -2.880], [2.016, 4.376, -1.468], [2.242, 3.736, -2.674], [0.819, -2.645, 2.992], [0.252, 5.673, -2.485], [1.004, -3.565, 1.843], [0.529, -3.681, -1.581], [0.502, 5.042, -3.697], [-3.400, 0.224, 1.874], [0.789, -2.119, 5.316], [-1.674, 1.691, -2.626], [1.721, 1.289, -4.148], [3.064, -0.558, 1.420], [2.729, 0.382, -3.985], [-0.661, 1.867, -3.524], [0.496, -0.458, 3.627], [1.773, -0.447, -1.953], [1.455, 4.040, -3.781], [1.000, 5.318, -1.377], [-3.805, -0.062, 3.325], [-2.933, 2.670, 0.325], [0.938, -5.606, 1.256], [2.619, 4.137, -0.603], [-4.172, 0.848, 3.799], [3.037, 3.006, -2.749], [0.487, -0.028, 5.719], [1.147, -4.090, 4.532], [3.603, -1.184, -2.739], [-5.262, 0.481, 1.302], [-2.960, -0.442, 3.903], [0.390, 0.567, 3.318], [-2.274, 0.729, -0.793], [-4.573, -0.833, 3.329], [0.869, -2.416, 6.353], [0.584, -4.362, -3.473], [-0.063, 5.306, -4.583], [3.542, 0.400, -4.701], [-0.509, 6.437, -2.410], [1.037, -5.365, 3.000], [-0.825, 2.444, -4.423], [-2.647, 2.134, -2.789], [-1.961, 2.871, 3.477], [1.840, -5.008, -2.475], [2.140, -4.186, -0.372], [2.465, -5.097, 2.006], [-4.132, -1.836, -0.750]]}



{"formula": "C20H23BrN2O2", "method": "ωB97M-V/def2-TZVPD", "charge": 0, "de_lowest_ev": 0.683, "homo_ha": -0.2607, "smiles": "CCN(CC)c1ccc(NC(=O)/C=C/c2cc(Br)ccc2OC)cc1", "homo_lumo_gap_ev": 7.11, "max_force_ha_per_bohr": 0.01435, "symbols": ["Br", "O", "O", "N", "N", "C", "C", "C", "C", "C", "C", "C", "C", "C", "C", "C", "C", "C", "C", "C", "C", "C", "C", "C", "C", "H", "H", "H", "H", "H", "H", "H", "H", "H", "H", "H", "H", "H", "H", "H", "H", "H", "H", "H", "H", "H", "H", "H"], "coordinates": [[-9.077, -1.704, 0.471], [-1.474, -1.572, -0.678], [-4.721, 2.432, -0.230], [-0.525, 0.267, 0.298], [4.988, -0.717, 0.236], [3.091, 0.692, 0.773], [-5.678, 1.451, -0.065], [-6.399, -0.840, 0.035], [-1.574, -0.480, -0.147], [-8.002, 0.934, 0.337], [6.280, 0.378, 2.044], [2.724, -1.425, -0.269], [0.844, -0.023, 0.263], [5.543, -2.009, -0.097], [1.364, -1.203, -0.258], [5.942, 0.320, 0.552], [-2.878, 0.184, 0.072], [-7.691, -0.413, 0.261], [-5.360, 0.082, -0.110], [3.634, -0.489, 0.246], [-4.011, -0.431, -0.281], [5.812, -2.169, -1.596], [-4.328, 2.638, -1.574], [1.732, 0.918, 0.775], [-6.987, 1.856, 0.159], [4.869, -2.796, 0.249], [-9.015, 1.255, 0.518], [1.352, 1.842, 1.192], [3.728, 1.450, 1.200], [-5.177, 2.970, -2.182], [-2.885, 1.164, 0.526], [3.074, -2.349, -0.699], [7.001, 1.169, 2.235], [-3.905, 1.730, -2.015], [6.857, 0.123, -0.015], [6.518, -1.415, -1.937], [-6.176, -1.895, -0.010], [-7.200, 2.914, 0.197], [-0.746, 1.159, 0.720], [5.386, 0.567, 2.632], [0.696, -1.944, -0.663], [5.556, 1.286, 0.217], [4.893, -2.055, -2.164], [6.707, -0.567, 2.373], [-3.572, 3.420, -1.552], [6.231, -3.152, -1.797], [-3.925, -1.430, -0.692], [6.483, -2.124, 0.451]]}



{"formula": "C17H9AuF6N3O11S4", "method": "ωB97M-V/def2-TZVPD", "charge": -1, "homo_ha": [-0.1996, -0.1995], "homo_lumo_gap_ev": [4.13, 4.13], "max_force_ha_per_bohr": 0.02543, "symbols": ["Au", "S", "S", "S", "S", "F", "F", "F", "F", "F", "F", "O", "O", "O", "O", "O", "O", "O", "O", "O", "O", "O", "N", "N", "N", "C", "C", "C", "C", "C", "C", "C", "C", "C", "C", "C", "C", "C", "C", "C", "C", "C", "H", "H", "H", "H", "H", "H", "H", "H", "H"], "coordinates": [[-0.473, 0.682, 0.832], [0.197, -4.000, 1.716], [-2.345, -1.338, -1.599], [-2.201, -2.320, 2.166], [-2.329, 1.054, -2.912], [-0.733, -2.151, -3.600], [-0.359, -3.038, -1.669], [0.268, -1.010, -2.043], [-4.055, 0.976, -4.921], [-3.396, 2.963, -4.384], [-4.816, 1.916, -3.127], [-2.286, 2.079, 1.455], [-4.174, 4.390, 0.912], [0.088, 2.761, 0.016], [-3.072, -2.564, -1.468], [-2.210, 1.906, -1.766], [-2.428, 6.708, 0.514], [1.627, 0.833, 1.371], [-1.927, -0.738, -0.345], [-1.232, 0.971, -3.825], [3.867, 1.988, 0.905], [0.350, 5.732, 0.491], [1.542, -1.462, 1.503], [0.194, -1.336, 1.584], [-3.008, -0.373, -2.638], [6.399, -0.579, 0.700], [-2.974, 4.361, 0.868], [4.302, -1.646, 1.150], [-0.749, 3.566, 0.419], [3.652, -0.408, 1.158], [-2.066, 3.176, 0.947], [-1.410, -4.778, 1.368], [-2.072, 5.568, 0.598], [2.188, -0.338, 1.345], [-0.643, 5.054, 0.453], [-0.510, -2.387, 1.768], [-2.436, -4.132, 2.270], [-0.693, -1.896, -2.295], [4.402, 0.759, 0.927], [5.658, -1.738, 0.919], [-3.735, 1.767, -3.896], [5.778, 0.652, 0.705], [6.146, -2.704, 0.905], [3.705, -2.529, 1.326], [-1.652, -4.601, 0.321], [7.466, -0.640, 0.528], [-1.302, -5.846, 1.554], [6.333, 1.564, 0.532], [2.896, 1.894, 1.019], [-2.318, -4.433, 3.310], [-3.453, -4.333, 1.936]]}